Entry one
Below is CH2N4O in the gas phase, with properties calculated with wB97M-V/def2-TZVPD.

Geometry as ORCA input:
```
! wB97M-V def2-TZVPD RIJCOSX def2/J DEFGRID3
* xyz 0 1
H -1.19 -0.72 -1.47
N 0.46 -1.42 0.92
H 0.10 1.98 0.94
N 0.56 -0.15 1.15
O 0.23 -1.65 -0.29
N 0.01 1.90 -0.16
C 0.03 0.61 -0.10
N -0.19 -0.55 -0.99
*
```

Values from the calculation:
HOMO-LUMO gap ... 9.81 eV
SMILES ... [H]/N=c1\nno[nH]1
Lowest unoccupied orbital energy ... -0.00738 hartree



Entry two
Below is CH2N4O in the gas phase, with properties calculated with wB97M-V/def2-TZVPD.

Geometry as ORCA input:
```
! wB97M-V def2-TZVPD RIJCOSX def2/J DEFGRID3
* xyz 0 1
O 1.16 1.93 0.74
N 2.14 2.13 1.74
H -0.46 0.55 -0.67
H -0.13 -0.96 0.13
N 2.35 1.05 2.28
N 1.62 0.05 1.79
N -0.01 0.03 0.06
C 0.90 0.62 0.84
*
```

Values from the calculation:
HOMO-LUMO gap ... 10.60 eV
SMILES ... Nc1nnno1
Lowest unoccupied orbital energy ... 0.02031 hartree



Entry three
Below is CH2N4O in the gas phase, with properties calculated with wB97M-V/def2-TZVPD.

Geometry as ORCA input:
```
! wB97M-V def2-TZVPD RIJCOSX def2/J DEFGRID3
* xyz 0 1
O 2.20 -0.02 -0.35
N -1.91 0.34 0.08
N -0.14 -0.97 -0.08
C 0.60 0.04 -0.20
N 1.14 1.19 -0.29
H 2.57 -0.05 0.55
N -1.52 -0.84 0.08
H -2.93 0.29 0.21
*
```

Values from the calculation:
HOMO-LUMO gap ... 9.94 eV
Lowest unoccupied orbital energy ... 0.00065 hartree



Entry four
Below is CH2N4O in the gas phase, with properties calculated with wB97M-V/def2-TZVPD.

Geometry as ORCA input:
```
! wB97M-V def2-TZVPD RIJCOSX def2/J DEFGRID3
* xyz 0 1
N -0.16 1.05 -0.21
C 0.72 -0.09 -0.08
N -1.44 -0.61 0.04
H 0.14 -1.96 0.33
H 0.34 1.98 0.24
O 1.92 0.03 0.00
N -0.11 -1.05 -0.28
N -1.40 0.64 -0.04
*
```

Values from the calculation:
HOMO-LUMO gap ... 10.84 eV
SMILES ... O=c1[nH]nn[nH]1
Lowest unoccupied orbital energy ... 0.01894 hartree



In hartree, relative to the most stable structure: entry one 0.1256; entry two 0.0000; entry three 0.1637; entry four 0.0182.



Entry one
Below is CH2N4O in the gas phase, with properties calculated with wB97M-V/def2-TZVPD.

Geometry as ORCA input:
```
! wB97M-V def2-TZVPD RIJCOSX def2/J DEFGRID3
* xyz 0 1
O 1.21 0.14 -0.19
N 0.44 -1.64 -1.10
N -0.60 -1.07 -0.57
N 1.49 -1.12 -0.91
H -1.68 1.04 0.84
C -0.08 0.02 -0.07
H -0.10 1.63 1.39
N -0.68 1.01 0.62
*
```

Values from the calculation:
HOMO-LUMO gap ... 10.64 eV
SMILES ... Nc1nnno1
Lowest unoccupied orbital energy ... 0.01721 hartree



Entry two
Below is a molecular structure, CH2N4O, with properties calculated with wB97M-V/def2-TZVPD.

Geometry as ORCA input:
```
! wB97M-V def2-TZVPD RIJCOSX def2/J DEFGRID3
* xyz 0 1
N -1.33 0.59 -0.41
H -1.55 -0.86 1.10
C 0.84 0.46 -0.57
N -0.96 -0.53 0.22
H 1.00 -0.89 1.33
N -0.35 1.11 -0.99
O 1.97 0.78 -0.86
N 0.38 -0.65 0.18
*
```

Values from the calculation:
HOMO-LUMO gap ... 9.13 eV
Lowest unoccupied orbital energy ... -0.02024 hartree



In hartree, relative to the most stable structure: entry one 0.0000; entry two 0.0382.



Entry one
Below is C4H4O3 in the gas phase, with properties calculated with wB97M-V/def2-TZVPD.

Geometry as ORCA input:
```
! wB97M-V def2-TZVPD RIJCOSX def2/J DEFGRID3
* xyz 0 1
C 0.75 0.94 -0.06
C -0.45 0.65 -0.73
H -0.12 0.35 -1.82
H 0.24 -2.39 1.01
O -1.96 -1.32 -0.51
O 1.25 -0.28 0.74
C -0.03 -1.10 1.01
H -0.49 -0.64 2.03
H -1.05 1.42 -1.03
C -1.05 -0.67 -0.15
O 1.47 1.89 -0.31
*
```

Values from the calculation:
HOMO-LUMO gap ... 10.41 eV
SMILES ... O=C1COC(=O)C1
Lowest unoccupied orbital energy ... 0.00733 hartree



Entry two
Below is C4H4O3 in the gas phase, with properties calculated with wB97M-V/def2-TZVPD.

Geometry as ORCA input:
```
! wB97M-V def2-TZVPD RIJCOSX def2/J DEFGRID3
* xyz 0 1
H -2.94 -0.35 -0.51
C -1.94 0.00 -0.67
C 0.01 0.17 0.24
C 0.73 -1.01 -0.16
H 1.65 1.63 0.15
O 0.52 -2.11 -0.59
C 1.29 0.77 0.72
H -1.41 0.03 -1.62
O 1.94 -0.44 0.26
O -1.29 0.38 0.38
H 1.45 0.92 1.79
*
```

Values from the calculation:
HOMO-LUMO gap (spin up / spin down) ... 8.75 / 7.42 eV
Lowest unoccupied orbital energy (spin up / spin down) ... -0.00024 / -0.03589 hartree



Entry three
Below is 2 unconnected molecules or ions with the total composition C4H4O3, with properties calculated with wB97M-V/def2-TZVPD.

Geometry as ORCA input:
```
! wB97M-V def2-TZVPD RIJCOSX def2/J DEFGRID3
* xyz 0 1
C -0.69 -0.08 0.71
H -1.17 2.06 0.68
H 0.65 1.64 0.61
C -1.50 -0.96 0.18
H 1.05 -1.69 -1.28
H 2.11 -0.52 -0.29
O 1.08 0.25 -1.87
O -0.55 0.49 1.97
C -0.38 1.33 0.82
O -2.00 -1.85 -0.40
C 1.42 -0.66 -1.15
*
```

Values from the calculation:
HOMO-LUMO gap ... 9.02 eV
SMILES ... O=C=C1CO1.C=O
Lowest unoccupied orbital energy ... 0.00203 hartree



Entry four
Below is C4H4O3 in the gas phase, with properties calculated with wB97M-V/def2-TZVPD.

Geometry as ORCA input:
```
! wB97M-V def2-TZVPD RIJCOSX def2/J DEFGRID3
* xyz 0 1
C -0.83 0.99 2.18
O -0.92 0.39 3.20
C 0.45 -1.21 -1.44
O 0.03 0.52 1.15
H -1.37 1.90 1.88
H -0.57 -1.60 -1.50
H 0.98 -1.78 -0.66
C 0.46 0.25 -1.08
H 0.97 -1.34 -2.39
O 1.13 1.10 -1.63
C -0.47 0.77 -0.04
*
```

Values from the calculation:
HOMO-LUMO gap ... 9.18 eV
Lowest unoccupied orbital energy ... -0.01249 hartree



In hartree, relative to the most stable structure: entry one 0.0000; entry two 0.0766; entry three 0.0793; entry four 0.0356.



Entry one
Below is 4 unconnected molecules or ions with the total composition C2H10O4, with properties calculated with wB97M-V/def2-TZVPD.

Geometry as ORCA input:
```
! wB97M-V def2-TZVPD RIJCOSX def2/J DEFGRID3
* xyz 0 1
H 2.26 1.31 3.68
H -0.17 0.18 0.61
H -0.20 -2.48 -1.14
H 0.95 1.13 3.07
O 0.53 0.11 -2.62
H -0.22 -0.16 -2.11
O 0.42 1.74 0.13
C -1.35 -1.21 0.02
H 0.34 -0.15 -3.52
H -2.13 -2.46 -1.37
C -1.21 -2.20 -0.88
O 1.70 1.78 3.06
O -0.35 -0.77 0.82
H 0.77 1.93 -0.77
H -2.35 -0.83 0.24
H 1.01 2.07 0.78
*
```

Values from the calculation:
HOMO-LUMO gap ... 9.99 eV
SMILES ... C=CO.O.O.O
Lowest unoccupied orbital energy ... 0.02443 hartree



Entry two
Below is 4 unconnected molecules or ions with the total composition C2H10O4, with properties calculated with wB97M-V/def2-TZVPD.

Geometry as ORCA input:
```
! wB97M-V def2-TZVPD RIJCOSX def2/J DEFGRID3
* xyz 0 1
H 1.58 1.85 -1.17
C -0.52 -0.99 0.41
O -2.93 0.91 -2.36
H -1.97 -1.76 1.76
H -1.82 0.03 1.60
O 2.14 1.43 -1.83
H -2.52 1.56 -2.95
O 3.13 -0.51 1.33
C -1.28 -0.93 1.70
H -3.02 1.33 -1.50
H 2.88 1.07 -1.34
H -0.75 -0.76 2.63
O 0.43 -0.31 0.11
H -0.72 -1.87 -0.21
H 2.97 -1.16 0.64
H 2.39 0.11 1.17
*
```

Values from the calculation:
HOMO-LUMO gap ... 10.89 eV
SMILES ... CC=O.O.O.O
Lowest unoccupied orbital energy ... 0.01824 hartree



In hartree, relative to the most stable structure: entry one 0.0026; entry two 0.0000.



Entry one
Below is C3H5NOS in the gas phase, with properties calculated with wB97M-V/def2-TZVPD.

Geometry as ORCA input:
```
! wB97M-V def2-TZVPD RIJCOSX def2/J DEFGRID3
* xyz 0 1
H 2.11 1.20 0.35
C -2.19 -0.15 -0.06
S -1.02 -1.41 0.24
H 0.27 1.26 0.30
C 1.22 -0.43 -0.56
H -3.14 -0.41 0.35
O -2.05 0.90 -0.60
N 0.39 -1.36 -0.75
H 1.14 0.23 1.46
H 2.12 -0.47 -1.23
C 1.15 0.63 0.50
*
```

Values from the calculation:
HOMO-LUMO gap ... 9.99 eV
SMILES ... C/C=N\SC=O
Lowest unoccupied orbital energy ... 0.02546 hartree



Entry two
Below is C3H5NOS in the gas phase, with properties calculated with wB97M-V/def2-TZVPD.

Geometry as ORCA input:
```
! wB97M-V def2-TZVPD RIJCOSX def2/J DEFGRID3
* xyz 0 1
S 3.44 -0.70 0.03
H -2.61 0.51 -0.18
C -0.58 0.59 -0.02
O 2.13 1.42 -0.09
C 0.87 -0.43 0.07
H 0.66 -1.55 0.11
N 2.05 0.19 0.01
H -0.38 1.65 -0.25
H -1.83 -0.93 -0.68
H -1.98 -0.63 0.90
C -1.76 -0.13 0.10
*
```

Values from the calculation:
HOMO-LUMO gap (spin up / spin down) ... 6.47 / 6.47 eV
SMILES ... C/C=C/[N+]([O-])=S
Lowest unoccupied orbital energy (spin up / spin down) ... -0.07676 / -0.07669 hartree



Entry three
Below is C3H5NOS in the gas phase, with properties calculated with wB97M-V/def2-TZVPD.

Geometry as ORCA input:
```
! wB97M-V def2-TZVPD RIJCOSX def2/J DEFGRID3
* xyz 0 1
N -1.45 -0.53 -0.08
H -3.03 -1.44 0.26
C 2.67 -0.94 -0.07
S 0.75 1.07 0.03
O -2.83 -0.53 -0.03
C 1.41 -0.66 0.11
H 0.62 -1.35 0.35
H 3.44 -0.20 -0.28
H -1.62 1.56 0.03
C -0.99 0.66 -0.04
H 2.88 -2.03 -0.02
*
```

Values from the calculation:
HOMO-LUMO gap ... 9.59 eV
SMILES ... C=CS/C=N/O
Lowest unoccupied orbital energy ... 0.03607 hartree



Entry four
Below is 2 unconnected molecules or ions with the total composition C3H5NOS, with properties calculated with wB97M-V/def2-TZVPD.

Geometry as ORCA input:
```
! wB97M-V def2-TZVPD RIJCOSX def2/J DEFGRID3
* xyz 0 1
S -2.58 0.25 -0.06
N -0.19 -1.19 -0.21
H -0.62 -2.27 -0.17
C 0.17 0.63 0.51
H -0.91 1.70 -0.88
H 1.61 0.03 -1.11
C -1.00 -0.25 0.16
O 0.37 1.84 -0.23
H 1.80 -0.96 0.53
H 0.23 0.69 1.65
C 1.11 -0.48 -0.19
*
```

Values from the calculation:
HOMO-LUMO gap ... 9.40 eV
Lowest unoccupied orbital energy ... 0.01364 hartree



In hartree, relative to the most stable structure: entry one 0.0000; entry two 0.1910; entry three 0.0478; entry four 0.1124.